{"formula": "C47H55AsBaN5O3P", "method": "wB97M-V/def2-TZVPD", "gap_ev": 5.52, "homo_ev": -5.95, "total_energy_ha": -4926.215648, "lumo_ha": -0.0158, "relative_energy_kcal_mol": 52.1, "elements": ["Ba", "C", "C", "C", "P", "C", "C", "C", "C", "C", "C", "C", "C", "C", "C", "N", "C", "C", "C", "C", "C", "C", "C", "C", "C", "H", "H", "H", "H", "H", "H", "H", "H", "H", "H", "H", "H", "H", "H", "H", "H", "H", "H", "H", "H", "H", "H", "H", "H", "H", "H", "H", "H", "H", "H", "H", "O", "C", "O", "C", "C", "C", "C", "C", "C", "C", "C", "C", "N", "H", "H", "H", "H", "H", "H", "N", "C", "C", "C", "C", "C", "C", "N", "C", "C", "C", "C", "N", "C", "C", "H", "H", "H", "H", "H", "H", "H", "H", "H", "C", "As", "C", "C", "O", "H", "H", "H", "H", "H", "H", "H", "H", "H"], "positions_angstrom": [[0.44511, -0.33126, 0.53843], [3.67374, 4.73073, -0.02007], [3.13121, 3.32730, 0.23845], [3.70569, 2.77150, 1.54350], [1.31060, 2.92859, 0.22774], [0.59062, 3.74993, -1.27450], [0.45289, 5.27069, -1.25259], [-0.78708, 3.12318, -1.51280], [0.53211, 3.76743, 1.62993], [0.80092, 5.09017, 1.98945], [0.19498, 5.72657, 3.05921], [0.52469, 7.14799, 3.42936], [-0.74779, 4.98306, 3.77279], [-1.05547, 3.68243, 3.44074], [-0.42524, 3.00827, 2.36057], [-0.74441, 1.73294, 1.99466], [-1.51690, 0.98256, 2.88767], [-1.01025, 0.54433, 4.12647], [0.36862, 0.95370, 4.56313], [-1.76721, -0.30605, 4.92448], [-3.02142, -0.75745, 4.53744], [-3.82704, -1.68430, 5.40920], [-3.50974, -0.32856, 3.30887], [-2.78636, 0.52520, 2.48877], [-3.35173, 0.98114, 1.17079], [4.76643, 4.68864, -0.07248], [3.41885, 5.42740, 0.77906], [3.32334, 5.13694, -0.96771], [3.47658, 2.69048, -0.58538], [3.32815, 3.33032, 2.40295], [4.79659, 2.83736, 1.54736], [3.43221, 1.72166, 1.69112], [1.24938, 3.45197, -2.09594], [-0.25849, 5.57703, -0.48324], [0.07013, 5.61455, -2.21789], [1.39044, 5.79079, -1.06399], [-1.46113, 3.35707, -0.68384], [-0.71773, 2.03791, -1.60855], [-1.23013, 3.51649, -2.43165], [1.51053, 5.65612, 1.39717], [1.16698, 7.60678, 2.67630], [1.04779, 7.20832, 4.38748], [-0.37481, 7.76199, 3.51381], [-1.26669, 5.44451, 4.60817], [-1.81160, 3.15690, 4.01190], [1.07580, 0.90017, 3.72623], [0.72525, 0.32433, 5.38119], [0.40193, 1.99339, 4.89664], [-1.35922, -0.62915, 5.87939], [-3.31458, -1.88139, 6.35146], [-4.00431, -2.64420, 4.91772], [-4.80409, -1.25875, 5.64670], [-4.49021, -0.66354, 2.98052], [-4.27416, 0.44872, 0.93463], [-2.64520, 0.84096, 0.34812], [-3.56306, 2.05286, 1.18534], [0.92433, -1.16164, -3.81446], [1.06326, -0.14594, -3.13448], [0.80440, -0.00478, -1.89900], [1.63038, 1.09689, -3.80449], [0.96339, 1.63250, -4.93702], [1.43282, 2.77982, -5.49444], [2.59753, 3.38443, -4.96044], [3.15348, 4.57928, -5.47521], [4.28249, 5.11335, -4.92299], [4.91096, 4.46916, -3.83434], [4.39571, 3.31351, -3.32067], [3.21846, 2.74660, -3.86511], [2.71144, 1.61968, -3.28708], [0.09308, 1.11874, -5.32126], [0.93843, 3.23674, -6.34416], [2.66672, 5.06221, -6.31459], [4.70117, 6.02974, -5.31814], [5.80672, 4.89982, -3.40486], [4.86316, 2.80488, -2.48728], [-3.46190, -6.60708, -2.55677], [-3.57732, -7.89553, -3.03614], [-4.67501, -8.67828, -3.37929], [-4.40533, -9.95486, -3.83006], [-3.08966, -10.43629, -3.93611], [-2.00721, -9.65216, -3.59657], [-2.25906, -8.35782, -3.14200], [-1.37323, -7.36898, -2.74875], [-2.12108, -6.35503, -2.41725], [-1.59865, -5.07314, -1.92659], [-2.38530, -4.17336, -1.21312], [-1.79810, -3.01549, -0.72550], [-0.52187, -2.72614, -0.94730], [0.21218, -3.53788, -1.70024], [-0.26907, -4.74562, -2.17498], [-4.20623, -5.94409, -2.43637], [-5.68991, -8.31173, -3.29909], [-5.22652, -10.60160, -4.10927], [-2.92800, -11.44397, -4.29505], [-0.99166, -10.01494, -3.67949], [-3.42679, -4.37195, -0.99574], [-2.36671, -2.31442, -0.12472], [1.21661, -3.21006, -1.94173], [0.35298, -5.41312, -2.75340], [1.17326, -2.84297, 4.01340], [0.53242, -2.93214, 2.20928], [2.20546, -2.42099, 1.14146], [0.09789, -4.74915, 1.76550], [-0.74952, -1.88113, 2.06850], [2.00445, -3.52595, 4.18047], [0.33700, -3.08748, 4.66677], [1.47172, -1.81315, 4.20707], [2.87783, -3.27410, 1.18597], [2.66660, -1.56841, 1.66582], [2.02078, -2.15632, 0.08950], [0.72890, -5.42579, 2.33949], [0.23252, -4.91839, 0.69918], [-0.94592, -4.89220, 2.03884]], "forces_ev_per_a": [[-1.1185, 3.2974, -1.1968], [-0.0112, 0.0062, -0.0383], [-0.0277, -0.0282, 0.0210], [0.0164, -0.0042, 0.0125], [0.1534, -0.1361, -0.0485], [-0.0623, 0.0181, 0.0073], [-0.0280, 0.0016, 0.0005], [0.0023, -0.0379, -0.0142], [-0.0396, -0.0236, -0.0090], [0.0387, 0.0097, -0.0077], [-0.0196, -0.0219, -0.0038], [0.0051, 0.0121, 0.0087], [0.0120, 0.0017, 0.0008], [-0.0010, -0.0108, 0.0072], [-0.0543, 0.0571, -0.0772], [0.2119, -0.1271, 0.0605], [-0.0074, -0.1153, 0.0196], [0.0159, -0.0197, -0.0182], [0.0160, 0.0019, -0.0001], [-0.0168, 0.0064, 0.0015], [0.0017, 0.0074, 0.0087], [-0.0017, -0.0038, 0.0067], [-0.0124, 0.0029, -0.0145], [0.0015, -0.0033, -0.0253], [0.0031, 0.0064, -0.0109], [-0.0007, 0.0026, 0.0006], [-0.0014, -0.0154, -0.0079], [0.0149, -0.0092, 0.0000], [0.0057, -0.0076, 0.0149], [0.0003, 0.0088, -0.0078], [-0.0012, -0.0024, -0.0046], [-0.0022, 0.0055, -0.0062], [0.0586, -0.0075, 0.0206], [0.0043, -0.0024, -0.0051], [-0.0042, 0.0051, 0.0022], [-0.0103, -0.0185, -0.0064], [0.0070, -0.0153, 0.0174], [0.0099, 0.0116, -0.0327], [-0.0099, 0.0173, 0.0070], [-0.0228, -0.0163, 0.0160], [0.0007, -0.0026, -0.0007], [-0.0024, -0.0038, 0.0008], [-0.0038, -0.0056, -0.0011], [0.0016, 0.0025, -0.0002], [-0.0002, -0.0025, 0.0008], [0.0055, -0.0105, 0.0008], [-0.0055, -0.0001, 0.0005], [-0.0066, 0.0035, -0.0042], [-0.0003, -0.0046, -0.0018], [0.0012, -0.0003, -0.0010], [0.0030, 0.0026, -0.0046], [0.0004, 0.0001, -0.0002], [0.0017, -0.0074, 0.0036], [-0.0079, 0.0114, 0.0133], [-0.0044, -0.0202, -0.0017], [0.0134, 0.0024, 0.0010], [-0.0771, 0.0736, -0.0032], [0.2557, -0.1457, -0.1195], [-0.0067, -0.1723, 0.2847], [-0.0295, -0.0119, 0.0085], [0.0030, -0.0059, 0.0044], [0.0106, -0.0048, 0.0014], [-0.0074, 0.0128, -0.0009], [-0.0011, 0.0019, -0.0015], [-0.0029, -0.0045, -0.0056], [-0.0016, 0.0037, -0.0027], [0.0114, -0.0047, 0.0092], [-0.0005, -0.0048, -0.0029], [-0.0089, 0.0200, 0.0158], [0.0012, -0.0021, -0.0035], [-0.0050, 0.0010, 0.0030], [-0.0013, 0.0025, 0.0013], [0.0006, -0.0003, -0.0009], [0.0001, -0.0004, -0.0017], [-0.0018, -0.0033, -0.0041], [0.0114, -0.0025, 0.0103], [-0.0018, 0.0060, -0.0057], [-0.0075, -0.0106, 0.0017], [-0.0020, 0.0022, 0.0007], [0.0066, 0.0019, 0.0001], [-0.0011, -0.0041, -0.0030], [0.0027, 0.0065, -0.0013], [0.0032, -0.0076, 0.0030], [-0.0321, 0.0164, 0.0029], [-0.0010, -0.0369, 0.0103], [-0.0001, 0.0384, 0.0281], [-0.0629, -0.3971, -0.1467], [0.1760, 0.6257, 0.3544], [-0.0511, -0.3184, -0.1247], [-0.0351, 0.1187, -0.0857], [-0.0020, -0.0015, -0.0140], [0.0007, 0.0032, 0.0003], [-0.0014, 0.0009, 0.0005], [-0.0015, -0.0007, 0.0001], [-0.0009, -0.0009, -0.0003], [0.0033, -0.0125, 0.0066], [0.0291, -0.0343, 0.0688], [-0.0146, 0.0268, 0.0136], [-0.0053, 0.0011, -0.0054], [-0.0034, -0.0889, -0.0041], [0.4537, -0.4157, 0.1790], [-0.5711, -0.2357, 0.5191], [0.0461, 0.0384, 0.0243], [0.4593, -0.9029, 0.0431], [0.0106, 0.0157, 0.0096], [0.0075, -0.0080, 0.0051], [0.0053, -0.0026, 0.0098], [0.0130, -0.0175, 0.0484], [0.0459, -0.3244, -0.1262], [0.2875, -0.6386, 0.3440], [0.0173, -0.0049, -0.0271], [-0.0411, 0.0040, -0.0077], [-0.0041, -0.0124, -0.0181]], "mulliken_charge": [1.32, -1.59, 0.83, -1.54, 1.01, 2.28, -1.74, -1.61, 0.62, 0.09, 0.36, -1.83, -1.10, -0.66, -0.95, 1.22, -0.68, 1.64, -1.59, -1.23, 0.98, -1.70, -1.19, 1.00, -1.39, 0.52, 0.27, 0.20, 0.10, 0.26, 0.48, 0.15, -1.38, 0.37, 0.49, 0.28, 0.27, 0.05, 0.57, -0.06, 0.34, 0.34, 0.36, 0.36, 0.42, 0.19, 0.50, 0.35, 0.30, 0.38, 0.33, 0.36, 0.36, 0.46, 0.05, 0.33, -0.72, -0.22, -0.27, 0.65, -0.74, -0.83, 1.36, -0.80, -0.54, -0.62, -0.32, -0.10, -0.38, 0.47, 0.42, 0.39, 0.40, 0.41, 0.48, 0.04, 0.66, -1.03, -0.40, -0.47, -0.73, 0.58, -0.70, -0.16, 1.11, -0.83, -0.48, 0.56, -0.54, -0.81, 0.20, 0.38, 0.38, 0.38, 0.43, 0.34, 0.38, 0.38, 0.49, -1.08, 0.83, -1.82, -1.09, -0.19, 0.46, 0.39, 0.18, 0.50, 0.46, 0.55, 0.44, 0.26, 0.35]}